A 7-piece molecular cluster, C51H63N5O2P overall in a non-equilibrium geometry. Source: the Open Molecules 2025 dataset; level of theory: ωB97M-V/def2-TZVPD.

The geometry in XYZ format:
```
122
Properties=species:S:1:pos:R:3:forces:R:3:mulliken_charge:R:1
C 3.329 4.295 -8.317 -0.35 -0.27 -0.24 -0.246
H -15.425 -2.007 4.165 0.11 -0.07 0.08 0.350
H -4.821 1.521 6.093 0.11 -0.05 0.08 0.426
H 5.740 -1.057 -1.421 0.48 -0.52 0.44 0.762
H 4.000 3.192 -5.991 -1.41 1.54 1.16 -0.050
H 5.390 0.598 -4.401 -0.41 1.50 0.05 0.206
P 4.290 1.653 -2.727 5.29 2.32 2.24 1.012
C 1.812 3.131 -0.507 1.21 1.26 -4.23 -0.508
C 3.413 4.116 -5.576 0.85 2.05 -1.33 0.051
C -2.783 0.126 -1.672 3.27 -0.12 -2.07 -0.491
H -1.266 -0.838 6.609 -0.08 0.11 0.03 0.431
H 2.353 -0.322 -3.586 -1.69 0.95 -1.39 -0.039
C -2.125 2.104 8.081 -0.02 -0.13 -0.11 -0.411
C 6.122 -1.825 -0.754 0.22 -0.15 0.00 -0.133
H -14.117 -4.268 7.579 0.03 0.08 -0.14 0.349
H 3.568 6.140 -6.829 -0.73 -2.29 -0.09 0.333
C 6.491 -0.785 -7.043 0.26 -0.19 -0.08 -0.111
H -5.350 -3.502 6.257 -0.10 0.07 0.07 0.369
H 1.939 3.976 -10.120 -0.32 -0.82 2.34 0.280
H 3.843 5.019 -9.115 -1.15 -1.66 1.92 0.363
H 4.021 3.338 -8.167 -1.13 2.31 -0.19 0.095
H -15.942 -3.200 6.279 0.17 0.01 -0.06 0.349
C 7.673 -3.622 -0.302 -0.12 0.08 0.04 -0.406
C 3.070 0.138 2.922 -0.14 -0.12 0.22 -0.468
C -6.782 -0.837 7.810 -0.05 -0.11 -0.10 -0.447
H 3.459 -0.046 -1.517 1.68 -0.13 -0.68 0.197
H 9.447 -3.030 -8.162 -0.14 0.10 0.06 0.362
H 8.502 -4.251 -0.616 -0.12 0.09 0.06 0.366
C 5.546 -2.006 0.504 0.22 -0.17 -0.14 -0.193
H 2.567 4.486 -2.315 -0.79 -2.36 1.00 0.328
C -5.786 -1.705 7.364 -0.15 -0.09 -0.04 -0.461
C -1.854 0.043 6.851 -0.07 0.14 0.01 -0.214
H 8.587 -1.263 -9.678 -0.09 -0.03 0.16 0.360
H 1.849 1.835 -6.732 -1.33 0.00 0.42 0.168
H -11.264 -2.979 4.633 -0.14 0.00 0.04 0.373
H 1.319 -0.872 -5.064 0.25 2.36 1.54 0.554
O 5.081 1.549 -4.275 -2.07 -2.36 2.20 -0.391
H 0.734 0.615 -6.552 0.38 1.11 1.00 0.318
H -9.501 -2.413 6.511 0.13 0.04 0.05 0.250
C -1.365 0.517 0.809 1.06 -0.08 -1.46 -0.839
C 6.978 -1.775 -6.189 0.05 0.07 -0.17 -0.264
H -7.730 -3.963 5.724 0.04 0.13 0.08 0.356
H -3.476 -0.489 5.536 0.03 0.10 0.11 0.487
H 7.469 -4.581 1.616 -0.05 0.12 -0.09 0.362
H -13.087 -1.902 3.339 -0.03 -0.08 0.13 0.342
H 1.768 -0.926 6.414 0.05 0.04 -0.14 0.381
C 0.060 0.022 -3.295 -2.95 -0.16 1.34 0.444
H -3.887 -0.206 -3.879 2.61 0.24 1.27 0.293
C 1.933 0.742 3.456 0.10 -0.17 0.05 -0.459
H -3.962 3.175 7.731 0.10 -0.14 -0.04 0.375
C 2.357 3.418 -1.874 -1.97 -0.78 4.11 -0.125
H -2.273 -0.021 1.330 1.96 1.15 -1.17 0.386
C -12.577 -3.684 6.190 -0.16 0.08 -0.10 -0.334
C 1.918 3.686 -8.977 0.48 0.25 -0.32 -0.845
C 0.119 0.223 -1.643 -4.23 -0.39 -2.37 0.331
C 7.067 -0.604 -8.301 0.03 -0.08 0.12 -0.509
H 6.530 -1.915 -5.208 0.06 -0.06 -0.09 0.406
C 1.436 -0.012 -4.244 -1.54 -1.35 1.86 -0.768
H -11.777 -4.149 6.761 -0.11 0.04 -0.07 0.368
H 1.873 5.319 -6.887 2.57 -0.52 0.27 0.300
C 3.263 -1.241 4.896 -0.07 0.12 -0.09 -0.550
C -13.892 -3.749 6.651 0.06 0.09 -0.15 -0.383
H -6.517 0.037 8.400 -0.03 -0.13 -0.09 0.405
H 1.725 4.584 -4.341 0.56 -1.14 -0.48 0.409
H 0.578 0.832 5.130 0.11 -0.06 -0.04 0.364
C -14.917 -3.148 5.920 0.15 0.01 -0.04 -0.359
H 0.959 4.129 -8.472 1.88 -0.77 -1.00 0.269
C -1.366 0.978 7.763 -0.17 0.06 -0.06 -0.377
C -1.378 -0.142 -4.129 -0.15 0.53 4.08 -0.399
H 4.619 -1.330 3.223 -0.13 0.12 0.10 0.287
C 3.044 5.090 -6.884 -0.62 -0.33 -0.53 -0.693
N 2.088 3.794 -4.920 0.58 -2.91 1.82 -0.149
C 2.101 2.474 -4.181 -1.38 -1.16 -0.96 -0.846
H 4.124 4.745 -4.867 -1.39 -1.59 -1.25 0.277
H 5.585 -3.136 2.338 0.08 -0.03 -0.16 0.397
H -1.373 1.676 0.975 -0.20 -2.25 -0.17 0.234
C 7.093 -3.807 0.953 -0.05 0.14 -0.13 -0.633
N 1.018 1.548 -6.152 1.57 -0.45 -1.03 -0.764
C 7.188 -2.630 -1.155 -0.10 -0.11 0.25 -0.570
C -13.313 -2.420 4.268 -0.06 -0.08 0.15 -0.450
C -1.341 0.275 -0.843 -0.11 -0.39 -3.05 0.247
N 5.149 2.731 -1.834 -1.86 -2.22 -2.49 -0.904
C -12.288 -3.024 4.996 -0.16 0.00 0.08 -0.268
C 6.033 -2.996 1.357 0.03 0.03 -0.14 -0.235
H 1.138 0.343 -1.044 -2.52 -0.36 -1.53 -0.054
H 5.663 -0.155 -6.729 0.03 -0.02 -0.08 0.275
C -6.127 -2.828 6.609 -0.14 0.15 0.08 -0.505
N 1.545 1.379 -4.851 2.11 1.94 2.17 0.900
H -1.747 2.831 8.796 -0.06 -0.11 -0.10 0.374
H 4.718 -1.376 0.818 0.08 -0.06 0.00 -0.016
H 3.439 0.440 1.945 0.04 0.01 0.09 0.521
C -8.459 -2.215 6.750 0.17 0.03 0.04 -0.011
C -8.118 -1.089 7.500 0.13 -0.12 -0.07 -0.527
H -3.784 0.203 -1.037 2.41 -0.25 -1.59 0.292
C 1.464 0.360 4.712 0.09 -0.07 -0.04 -0.373
C -3.854 1.367 6.563 0.17 -0.02 0.06 -0.318
H -0.394 0.829 8.227 -0.13 0.02 -0.04 0.362
H 8.414 -3.360 -5.930 -0.05 0.12 -0.09 0.361
H -1.333 -0.282 -5.304 -0.19 0.28 2.77 0.155
H 6.686 0.164 -8.967 0.07 -0.10 0.08 0.349
H 2.030 2.095 0.032 -0.98 2.40 -1.43 -0.050
C -3.370 2.298 7.482 0.08 -0.13 -0.05 -0.451
C 8.618 -2.401 -7.849 -0.16 0.10 0.10 -0.415
H -0.314 0.111 1.201 -2.49 0.77 -0.63 0.171
N 2.603 2.228 -2.776 0.34 0.68 -2.55 0.733
O 4.363 0.065 -1.962 -3.39 3.46 -1.78 -0.460
C -7.464 -3.085 6.306 0.03 0.14 0.06 -0.399
H 1.411 1.513 2.893 0.06 -0.05 0.11 0.451
H 7.642 -2.484 -2.132 -0.04 -0.02 0.14 0.415
H 3.780 -2.018 5.455 -0.07 0.14 -0.09 0.383
H -4.745 -1.507 7.604 -0.18 -0.02 -0.01 0.583
C 3.735 -0.856 3.641 -0.13 0.06 0.03 -0.297
H -8.893 -0.410 7.843 0.10 -0.10 -0.04 0.365
C 8.134 -1.409 -8.701 -0.10 -0.01 0.14 -0.392
C 2.131 -0.631 5.434 0.04 0.08 -0.23 -0.263
H 5.938 3.129 -2.392 -0.84 -0.61 0.56 0.242
C -14.627 -2.480 4.731 0.17 -0.09 0.08 -0.329
H 1.124 3.979 -0.040 2.25 -1.89 -0.60 0.263
C -3.097 0.238 6.250 0.10 0.17 0.06 -0.676
C 8.039 -2.586 -6.593 -0.03 0.12 -0.10 -0.427
H 1.870 2.510 -8.879 0.12 2.37 -0.31 0.177
C -2.844 -0.099 -3.326 4.19 0.63 2.54 -0.495
```
Forces are in eV/Å.

Its charge is +1. As for the strongest force on any atom: 0.12051 hartree/bohr. The HOMO energy is -10.2458 eV.